DFT (ωB97M-V with the def2-TZVPD basis set) results for 2 unconnected molecules or ions with the total composition C2H5O2S2 in a non-equilibrium geometry.

Each line ends with the Löwdin charge.
Element x y z (Å)
C (-0.91222, -0.47759, 0.20197)  -0.5059
S (-1.67516, 0.48170, -1.11603)  0.3213
S (-0.08876, 0.79333, -2.41956)  0.2707
H (0.08728, -0.13786, 0.49224)  0.0095
H (-0.75982, -1.49932, -0.15262)  0.0289
H (-1.63788, -0.49324, 1.00101)  0.0243
H (-0.41945, -0.17644, -3.27707)  -0.2303
O (1.95710, -1.21873, 1.54586)  -0.1458
C (1.64056, -0.76916, 2.66275)  -0.7041
O (0.81942, 0.12203, 2.95740)  -0.1481
H (2.18151, -1.21298, 3.55099)  0.0796

Computed properties:
HOMO energy, eV: -4.09
Net charge: -1
Gap between HOMO and LUMO, eV: 7.1
Energy relative to the best compared isomer or geometry (same formula, charge and spin), kcal/mol: 14.50

---

DFT (ωB97M-V with the def2-TZVPD basis set) results for a molecular structure, C16H14MoN2O2S3Sb.

Each line ends with the Löwdin charge.
Element x y z (Å)
Mo (-0.25465, -0.04838, 0.06362)  1.5363
O (-0.47011, -0.45717, 1.86393)  -0.2977
C (0.15819, -0.27065, 3.03368)  -0.2852
C (-0.11913, -1.09616, 4.11302)  0.0242
C (0.54700, -0.87581, 5.30607)  -0.0031
C (1.46361, 0.16872, 5.44784)  -0.0266
C (1.70824, 1.00941, 4.38945)  0.0131
C (1.06264, 0.79898, 3.15646)  -0.1335
C (1.23979, 1.72283, 2.09541)  -0.0183
N (0.75967, 1.62916, 0.88725)  -0.1252
C (0.97954, 2.75205, -0.03431)  -0.1606
C (1.42964, 2.13924, -1.34000)  -0.1686
N (0.46452, 1.06451, -1.61862)  -0.1670
C (0.22722, 0.77051, -2.86502)  -0.0360
C (-0.74929, -0.13600, -3.35723)  -0.1349
C (-0.90863, -0.30281, -4.74513)  0.0109
C (-1.93813, -1.07023, -5.23518)  -0.0274
C (-2.84235, -1.66324, -4.35258)  -0.0016
C (-2.72232, -1.50932, -2.98092)  0.0269
C (-1.66602, -0.76140, -2.48891)  -0.2736
O (-1.49863, -0.63542, -1.16139)  -0.3044
H (-0.85060, -1.88516, 4.00832)  0.1269
H (0.34456, -1.52223, 6.15007)  0.1300
H (1.96332, 0.32382, 6.39347)  0.1269
H (2.39487, 1.84069, 4.49647)  0.1334
H (1.81283, 2.61830, 2.33053)  0.1548
H (1.71093, 3.45001, 0.36958)  0.1355
H (0.03691, 3.28327, -0.17615)  0.1380
H (2.43261, 1.71553, -1.24921)  0.1339
H (1.42556, 2.87482, -2.14230)  0.1387
H (0.79609, 1.31164, -3.61978)  0.1574
H (-0.21741, 0.18481, -5.42194)  0.1330
H (-2.05817, -1.20383, -6.30098)  0.1268
H (-3.65826, -2.25504, -4.74639)  0.1306
H (-3.42230, -1.96392, -2.29389)  0.1260
S (-2.22619, -3.19697, 0.72783)  -0.1010
Sb (-0.44990, -4.45554, 1.02188)  0.6583
S (1.57762, -3.06748, 0.65272)  -0.0942
S (1.51676, -1.28156, -0.37767)  0.1968

Computed properties:
HOMO energy (alpha / beta), eV: -14.51 / -14.71
Multiplicity: 2
Net charge: +2
Gap between HOMO and LUMO (alpha / beta), eV: 6.3 / 6.0
Energy relative to the best compared isomer or geometry (same formula, charge and spin), kcal/mol: 0.00

---

DFT (ωB97M-V with the def2-TZVPD basis set) results for 3 unconnected molecules or ions with the total composition C29H59BN9O5S in a non-equilibrium geometry.

Each line ends with the Löwdin charge.
Element x y z (Å)
N (-1.32445, -1.76671, 3.37232)  0.0866
C (-1.95044, -0.40651, 3.34432)  -0.3867
O (-3.14240, -0.21264, 3.68023)  0.0607
C (-0.98762, 0.78528, 2.79975)  -0.0610
C (-1.86934, 1.60265, 1.69431)  -0.1135
N (-1.04266, 2.10229, 0.57119)  -0.0561
C (-1.02881, 1.23550, -0.67821)  -0.1346
C (0.30836, 0.36850, -0.83207)  -0.1597
C (0.04718, -0.63132, -2.09430)  -0.1893
C (-0.30789, -2.12771, -1.64748)  -0.1903
C (1.04740, -2.83270, -1.08707)  -0.2080
C (0.71374, -3.60780, 0.29640)  -0.2675
C (2.09669, -4.25616, 0.86176)  -0.4214
S (2.99139, -2.85826, 1.75403)  0.8810
C (4.15359, -2.06995, 0.57299)  -0.5323
N (5.34777, -2.56053, -0.04851)  0.0088
N (5.83773, -1.61383, -0.87951)  -0.0060
C (4.99583, -0.45224, -0.84011)  -0.0839
O (3.96611, -0.75272, 0.07699)  -0.0990
C (-0.29236, 3.20250, 0.52402)  -0.1812
N (0.51886, 3.56130, -0.64515)  0.1608
C (1.22530, 4.79102, -0.29805)  -0.1087
C (2.26211, 5.54736, -1.22039)  0.0168
B (3.10864, 6.72158, -0.48406)  -0.4893
O (3.64425, 6.57645, 0.86146)  0.0878
O (3.28927, 7.96831, -1.17444)  0.1093
N (0.74987, 5.05968, 1.02222)  0.0893
N (-0.15670, 4.18432, 1.57116)  -0.0016
C (-0.74352, 4.36800, 2.91841)  -0.0580
C (-0.39120, 5.73894, 3.65094)  -0.1715
O (0.01420, 5.68110, 4.83306)  0.0491
H (-0.37511, -1.59350, 3.75942)  0.0875
H (-1.21610, -1.99913, 2.36463)  0.0665
H (-0.05701, 0.30197, 2.33383)  0.1108
H (-0.72998, 1.40927, 3.71665)  0.1086
H (-2.64158, 0.83303, 1.32056)  0.1389
H (-2.48295, 2.39976, 2.23792)  0.1250
H (-1.24376, 1.92843, -1.56456)  0.1386
H (-1.90024, 0.47759, -0.67228)  0.1380
H (0.61725, -0.19409, 0.11130)  0.1032
H (1.18028, 1.03661, -1.13854)  0.1019
H (-0.87221, -0.23248, -2.66767)  0.1133
H (0.92199, -0.62495, -2.82868)  0.1039
H (-0.65268, -2.74729, -2.54982)  0.1193
H (-1.08668, -2.19825, -0.81777)  0.1026
H (1.50215, -3.56343, -1.83256)  0.1204
H (1.79174, -1.98423, -0.91147)  0.0808
H (-0.06716, -4.42229, 0.07359)  0.1248
H (0.27871, -2.85058, 1.04406)  0.0663
H (1.89307, -5.12842, 1.58612)  0.0948
H (2.69707, -4.60911, -0.05751)  0.1000
H (5.19633, 0.48611, -1.44018)  0.1400
H (1.80001, 6.01632, -2.16089)  0.1440
H (3.03955, 4.77919, -1.59928)  0.1487
H (4.25245, 7.31933, 1.06596)  0.1124
H (3.50457, 8.69033, -0.53952)  0.1169
H (1.15170, 5.91241, 1.43189)  0.1607
H (-1.89319, 4.35269, 2.79731)  0.1482
H (-0.46044, 3.51818, 3.63742)  0.1342
H (-0.48193, 6.77351, 3.17735)  0.1431
C (-7.51545, -1.42160, 2.56372)  -0.0943
C (-7.95043, -1.88043, 3.95068)  -0.2722
N (-7.38843, -3.16463, 4.35425)  -0.1944
C (-8.00785, -3.70937, 5.56018)  -0.2508
C (-7.82376, -2.93694, 6.86548)  -0.0919
C (-5.93437, -3.27664, 4.29924)  -0.2447
C (-5.11415, -2.29248, 5.13242)  -0.0918
H (-7.76332, -2.16798, 1.80453)  0.0790
H (-8.03221, -0.49369, 2.30311)  0.0711
H (-6.44236, -1.21753, 2.51673)  0.0561
H (-9.04222, -1.96702, 3.92954)  0.1186
H (-7.71209, -1.08801, 4.67311)  0.0968
H (-7.66358, -4.73927, 5.70950)  0.1125
H (-9.08477, -3.80241, 5.37223)  0.1097
H (-6.82271, -3.07079, 7.27810)  0.0543
H (-8.52758, -3.31109, 7.61545)  0.0724
H (-8.01346, -1.86741, 6.74978)  0.0662
H (-5.62230, -3.17731, 3.25362)  0.0990
H (-5.63918, -4.29692, 4.56773)  0.1154
H (-5.49300, -1.27043, 5.07136)  0.0665
H (-4.08262, -2.27862, 4.77109)  0.0467
H (-5.07554, -2.58808, 6.18161)  0.0565
C (3.62203, -1.31906, -4.22621)  -0.0948
C (4.93482, -1.12831, -4.97638)  -0.2684
N (4.82428, -1.30557, -6.41946)  -0.1918
C (6.12055, -1.37505, -7.09084)  -0.2470
C (7.00456, -0.12935, -7.06105)  -0.0903
C (3.82008, -0.48894, -7.09340)  -0.2477
C (3.93805, 1.02982, -6.96566)  -0.0899
H (3.19061, -2.30322, -4.42712)  0.0847
H (3.79812, -1.24384, -3.14931)  0.0394
H (2.88495, -0.55412, -4.48702)  0.0570
H (5.63627, -1.87251, -4.58431)  0.1224
H (5.34647, -0.14225, -4.71874)  0.0939
H (5.97128, -1.67542, -8.13424)  0.1143
H (6.68678, -2.20137, -6.64366)  0.1116
H (6.64942, 0.63659, -7.75217)  0.0551
H (8.01936, -0.39229, -7.37483)  0.0743
H (7.07844, 0.30835, -6.06282)  0.0653
H (2.83251, -0.78457, -6.72247)  0.0993
H (3.79317, -0.75189, -8.15624)  0.1175
H (4.17650, 1.34988, -5.94898)  0.0633
H (2.98600, 1.49528, -7.23856)  0.0713
H (4.69034, 1.43378, -7.64353)  0.0555

Computed properties:
HOMO energy, eV: -9.22
Net charge: +1
Gap between HOMO and LUMO, eV: 6.0

---

> Among the records above, which one has the lowest net charge?

C2H5O2S2

---

> net charge of number 1 (C2H5O2S2)?

-1